17
Properties=species:S:1:pos:R:3:forces:R:3:nbo_charge:R:1 method="wB97M-V/def2-TZVPD" homo_lumo_gap_ha=0.361 max_force_ev_per_a=2.5 lumo_ev=1.0 smiles="C=N/C=C/CCN" charge=0 e_homo_ev=-8.786 e_tot_ha=-305.9538 relative_energy_kcal_mol=44.0
C -2.160 -0.212 0.178 -0.557 -1.257 0.105 -0.20
C -1.133 -0.753 -0.863 -1.542 0.464 -0.209 -0.45
C 0.208 -0.134 -0.682 0.281 -1.170 0.771 -0.25
C 1.228 -0.826 -0.164 0.741 1.693 -0.424 -0.04
N 2.494 -0.201 0.112 -0.687 -0.942 0.965 -0.39
C 2.514 0.625 1.070 1.184 1.772 -1.373 -0.05
N -2.262 1.216 0.251 0.720 0.529 0.840 -0.85
H -3.181 -0.573 -0.015 0.299 -0.150 -0.415 0.19
H -1.946 -0.724 1.148 0.218 0.903 -0.261 0.17
H -1.595 -0.540 -1.825 0.300 0.362 -0.424 0.20
H -1.139 -1.838 -0.845 0.414 -0.232 0.385 0.21
H 0.333 0.937 -0.814 0.045 -0.127 -0.234 0.20
H 1.293 -1.875 0.062 -0.500 -0.345 -0.196 0.21
H 1.657 1.183 1.459 -0.409 -0.826 0.462 0.15
H 3.480 1.128 1.259 -0.329 -0.447 0.198 0.17
H -2.930 1.710 -0.313 -0.141 -0.459 -0.284 0.37
H -1.360 1.656 0.166 -0.036 0.234 0.094 0.35



17
Properties=species:S:1:pos:R:3:forces:R:3:nbo_charge:R:1 method="wB97M-V/def2-TZVPD" homo_lumo_gap_ha=0.297 max_force_ev_per_a=0.4 lumo_ev=1.0 charge=0 e_homo_ev=-7.047 e_tot_ha=-251.7179 relative_energy_kcal_mol=90.8
C 0.737 -0.280 -2.121 0.056 0.058 -0.034 -0.65
C 0.353 -1.065 -0.906 0.021 0.035 0.160 -0.02
N 0.636 -0.666 0.290 -0.033 -0.115 -0.232 -0.21
C 1.463 0.323 0.963 0.188 0.301 -0.124 -0.25
C 0.609 -0.693 1.630 -0.059 -0.174 0.039 -0.26
C -2.182 0.901 0.864 -0.016 0.017 -0.001 -0.85
H -0.147 0.018 -2.700 0.112 -0.068 0.089 0.22
H 1.277 0.630 -1.839 -0.073 -0.141 -0.010 0.22
H 1.382 -0.860 -2.792 -0.101 0.076 0.102 0.22
H -1.588 0.629 -0.012 -0.107 0.095 0.136 0.21
H -0.236 -1.974 -0.992 0.088 0.089 0.034 0.19
H 2.536 0.200 0.776 -0.168 -0.050 0.030 0.18
H 1.117 1.359 0.918 0.043 -0.164 0.046 0.18
H 0.861 -1.557 2.229 0.057 0.058 -0.089 0.20
H -1.574 1.489 1.555 -0.069 -0.069 -0.116 0.22
H -2.489 -0.015 1.374 -0.021 0.168 -0.088 0.22
H -3.052 1.483 0.550 0.081 -0.116 0.057 0.20



41
Properties=species:S:1:pos:R:3:forces:R:3:nbo_charge:R:1 method="wB97M-V/def2-TZVPD" homo_lumo_gap_ha=0.299 max_force_ev_per_a=18.4 lumo_ev=0.5 smiles="COc1ccc(/C=N/OCC(=O)NCc2cccs2)c(OC)c1" charge=0 e_homo_ev=-7.614 e_tot_ha=-1428.6301 relative_energy_kcal_mol=360.2
C -5.542 -1.037 -0.218 3.745 4.201 -4.857 -0.23
H -6.219 -1.432 0.348 -3.624 -1.831 4.265 0.18
O -4.394 -0.529 0.522 -8.664 -3.536 3.099 -0.47
C -3.379 -0.116 -0.029 -0.233 0.582 -9.087 0.29
C -2.429 0.136 0.757 1.555 1.260 11.706 -0.25
C -1.314 0.782 0.536 2.964 0.270 -0.165 0.25
C -1.117 0.908 -0.736 2.772 3.822 -13.257 -0.08
C -2.046 0.662 -1.912 -2.233 -2.410 10.314 -0.12
C -3.269 0.112 -1.461 4.918 1.510 2.793 -0.31
H -3.915 -0.252 -2.103 -3.543 -1.371 -2.923 0.20
H -1.915 0.968 -2.831 1.218 1.300 -4.595 0.20
C 0.098 1.671 -1.533 2.668 -2.854 9.371 0.06
N 1.212 1.680 -0.800 -1.454 1.648 0.202 -0.15
O 2.343 2.431 -1.314 -5.610 -2.402 -6.649 -0.42
C 3.349 2.544 -0.546 3.995 1.644 7.164 -0.15
C 3.832 1.233 0.323 1.578 -1.128 -3.874 0.67
O 4.485 1.079 1.330 -0.888 1.805 0.912 -0.62
N 3.709 0.135 -0.517 -1.270 5.108 -2.558 -0.64
H 3.319 0.412 -1.512 0.912 -1.633 2.915 0.41
C 3.931 -1.115 -0.016 -0.326 -4.230 -2.224 -0.26
C 2.615 -1.902 -0.119 -1.815 4.931 3.774 -0.24
C 1.331 -1.292 0.471 6.333 0.772 -2.995 -0.30
C 0.412 -2.240 0.344 -1.505 -3.964 0.604 -0.27
C 0.800 -3.533 0.101 3.917 0.035 -2.685 -0.37
S 2.552 -3.418 -0.638 -2.719 -2.311 1.441 0.43
H 0.394 -4.474 -0.180 -1.090 -0.152 0.093 0.22
H -0.599 -2.320 0.520 -2.514 1.242 0.789 0.23
H 1.334 -0.193 0.539 -0.440 -0.962 0.425 0.28
H 4.559 -1.727 -0.701 0.408 0.594 0.210 0.18
H 4.478 -1.115 0.918 -0.550 0.194 0.368 0.26
H 4.166 3.173 -1.025 -0.674 -1.427 0.333 0.22
H 2.992 3.183 0.272 0.623 0.435 0.647 0.17
H 0.279 1.747 -2.495 -0.444 1.111 -5.117 0.18
O -0.300 1.141 1.295 1.200 0.250 2.406 -0.46
C -0.472 1.037 2.710 4.571 17.300 -4.367 -0.16
H -0.526 0.252 3.010 -1.750 -16.818 5.829 0.12
H -1.259 1.689 2.914 -1.546 0.712 1.031 0.18
H 0.481 1.495 3.416 -2.222 -0.949 -2.784 0.18
H -2.689 0.210 1.971 0.252 -1.026 -3.179 0.20
H -6.107 -0.075 -0.793 1.789 -2.877 1.027 0.18
H -5.183 -1.909 -0.819 -0.303 1.155 -0.402 0.19



12
Properties=species:S:1:pos:R:3:forces:R:3:nbo_charge:R:1 method="wB97M-V/def2-TZVPD" homo_lumo_gap_ha=0.256 max_force_ev_per_a=3.3 lumo_ev=-0.2 charge=0 e_homo_ev=-7.134 e_tot_ha=-871.8768 relative_energy_kcal_mol=51.4
C 0.951 1.867 0.046 1.331 -0.025 1.284 -0.28
C -0.270 1.449 -0.269 0.722 -1.674 -1.364 -0.64
N -0.008 -1.196 -1.269 -0.875 -0.136 -0.953 -1.24
N -0.079 -1.011 1.386 0.076 1.117 0.870 -1.15
P 2.646 -0.160 0.069 -2.422 2.186 0.158 -0.25
P 0.531 -0.228 -0.028 -0.185 -0.040 0.361 1.49
H 1.455 2.778 0.397 -0.370 -0.145 -0.751 0.21
H -1.214 1.853 -0.804 1.568 -0.484 1.510 0.26
H -0.017 -2.218 -1.272 0.180 0.665 0.143 0.42
H 0.123 -0.749 -2.190 -0.066 -0.711 0.788 0.41
H -0.968 -0.681 1.753 -0.800 -0.249 -1.062 0.38
H 0.440 -0.716 2.229 0.841 -0.503 -0.981 0.40



68
Properties=species:S:1:pos:R:3:forces:R:3:mulliken_spin:R:1 method="wB97M-V/def2-TZVPD" homo_lumo_gap_ha="0.254 / 0.255" multiplicity=2 max_force_ev_per_a=1.8 lumo_ev="-0.6 / -0.6" charge=0 e_homo_ev="-7.476 / -7.510" e_tot_ha=-5041.8387 relative_energy_kcal_mol=12.4
Rh 0.148 1.428 -1.023 0.089 -0.013 -0.054 1.13
C 2.007 4.667 1.233 -0.018 0.054 -0.009 0.00
C 1.660 3.431 0.467 -0.378 0.293 0.070 -0.02
N 0.436 3.122 0.199 0.429 -0.265 -0.089 -0.08
N -0.563 3.948 0.542 -0.091 0.167 0.154 0.01
C -1.715 3.561 0.028 -0.189 0.220 0.197 -0.01
N -2.776 4.353 0.328 0.057 -0.179 0.039 0.00
S -2.026 2.204 -1.012 -0.077 -0.083 -0.395 -0.02
C 2.665 2.479 -0.019 0.323 -0.300 -0.025 0.03
C 4.031 2.682 0.163 -0.127 -0.005 0.058 0.00
C 4.931 1.703 -0.218 0.045 -0.106 -0.042 0.00
C 4.457 0.530 -0.781 0.063 0.073 -0.002 0.00
C 3.095 0.415 -0.995 -0.058 -0.038 -0.033 0.01
N 2.222 1.354 -0.642 -0.025 0.145 -0.156 0.00
H 1.264 4.814 2.017 0.001 -0.003 -0.018 0.00
H 1.962 5.551 0.592 0.019 -0.013 -0.017 0.00
H 2.993 4.615 1.686 0.011 -0.009 0.013 0.00
H -2.661 4.968 1.116 0.000 0.044 -0.037 0.00
H -3.695 3.980 0.160 0.010 0.014 -0.036 0.00
H 4.388 3.594 0.615 -0.020 0.018 0.001 0.00
H 5.991 1.857 -0.070 0.005 -0.013 0.004 0.00
H 5.119 -0.268 -1.084 0.015 0.001 0.006 0.00
H 2.674 -0.454 -1.481 0.008 -0.006 0.016 -0.01
O -2.157 -1.104 2.459 -0.595 1.035 -0.296 0.00
S -1.966 0.361 1.804 0.069 -0.495 0.652 0.00
O -1.851 1.323 2.873 -0.047 0.121 -0.019 0.00
O -0.364 -0.069 1.367 0.197 -0.225 0.334 0.01
O -1.831 -2.257 -0.104 -0.035 0.265 -0.046 -0.01
C -2.643 -5.006 -0.044 -0.097 0.039 -0.040 0.00
Si -3.105 -3.247 -0.495 0.060 0.104 0.121 0.00
C -4.605 -2.704 0.481 -0.016 -0.102 -0.101 0.00
C -3.432 -3.092 -2.323 -0.051 -0.067 0.115 0.00
Ge -0.893 -1.969 1.369 0.391 -1.737 -0.252 0.00
Si 0.940 -0.774 2.948 0.002 0.928 -0.632 0.00
C 2.137 -2.209 2.855 -0.252 -0.006 -0.046 0.00
C 1.903 0.785 2.682 0.142 -0.149 0.773 0.00
C -0.012 -0.719 4.535 -0.027 -0.120 -0.093 0.00
Si 0.046 0.018 -2.935 -0.017 0.056 0.063 -0.06
C -1.513 0.281 -3.983 0.098 -0.030 0.041 0.00
C 1.482 0.609 -4.053 -0.094 0.070 0.021 0.02
C 0.310 -1.860 -2.801 0.048 0.111 0.114 -0.01
H -3.440 -5.695 -0.333 0.002 -0.031 -0.009 0.00
H -2.484 -5.126 1.030 0.008 0.033 0.014 0.00
H -1.731 -5.316 -0.558 0.013 0.012 -0.009 0.00
H -5.379 -3.474 0.429 -0.055 0.035 0.015 0.00
H -5.021 -1.779 0.078 0.010 0.018 -0.014 0.00
H -4.368 -2.528 1.531 0.044 -0.038 0.009 0.00
H -4.402 -3.538 -2.556 0.005 -0.014 -0.040 0.00
H -2.676 -3.584 -2.935 0.058 -0.008 0.009 0.00
H -3.470 -2.043 -2.612 -0.011 0.073 -0.015 0.00
H 2.625 -2.305 1.885 -0.059 0.038 -0.053 0.00
H 1.632 -3.145 3.088 0.065 -0.024 0.000 0.00
H 2.912 -2.019 3.604 0.009 0.035 0.014 0.00
H 2.615 0.743 1.866 -0.007 -0.079 -0.166 0.00
H 2.486 0.883 3.609 0.054 0.195 -0.082 0.00
H 1.244 1.643 2.585 0.018 0.052 -0.037 0.00
H -0.622 -1.601 4.725 0.052 0.004 -0.056 0.00
H -0.654 0.159 4.571 0.036 -0.003 -0.008 0.00
H 0.751 -0.645 5.317 0.001 0.001 0.041 0.00
H -1.758 1.343 -4.055 0.034 0.019 -0.018 0.00
H -2.380 -0.216 -3.549 -0.052 -0.034 0.065 0.00
H -1.375 -0.107 -4.996 -0.002 -0.030 -0.006 0.00
H 1.552 1.700 -4.080 -0.013 0.011 -0.010 -0.01
H 1.332 0.267 -5.081 -0.010 -0.037 -0.010 0.00
H 2.452 0.230 -3.723 0.023 -0.008 0.020 0.00
H -0.440 -2.302 -2.149 -0.102 -0.070 0.038 0.01
H 1.287 -2.101 -2.372 0.018 0.004 -0.012 0.00
H 0.255 -2.349 -3.778 -0.005 0.053 -0.039 0.00



31
Properties=species:S:1:pos:R:3:forces:R:3:mulliken_spin:R:1 method="wB97M-V/def2-TZVPD" homo_lumo_gap_ha="0.302 / 0.228" multiplicity=3 max_force_ev_per_a=5.2 lumo_ev="0.7 / -2.6" charge=0 e_homo_ev="-7.548 / -8.766" e_tot_ha=-882.2368 relative_energy_kcal_mol=23.9
C -2.104 4.092 -0.645 -2.938 3.680 -2.114 0.88
C 6.822 0.774 0.749 -0.505 0.602 -0.986 0.00
C 6.010 -0.512 0.758 -1.735 -1.033 1.207 0.00
C 6.586 -0.054 -0.493 -0.545 1.208 1.373 0.00
C 6.651 -0.158 -1.790 1.081 0.714 -2.031 0.00
C -3.653 -0.163 -0.966 -1.035 -0.180 1.250 0.00
C -2.304 -1.891 0.031 0.140 0.867 1.571 0.00
C -4.807 -1.980 0.474 -0.736 2.199 -2.027 0.00
C -3.556 -1.072 0.292 -0.416 0.148 -1.031 0.00
N -3.305 -0.235 1.447 -0.509 0.743 0.468 0.00
O -1.510 1.915 0.574 -0.578 -0.399 0.124 0.51
S -0.919 3.215 0.123 3.102 -1.101 1.153 0.56
H -3.135 3.841 -0.942 0.850 -0.442 0.312 0.04
H -1.835 5.184 -0.845 -0.274 -1.627 0.456 0.02
H 6.411 1.808 0.913 0.020 -1.386 -0.320 0.00
H 7.801 0.680 1.146 0.835 -0.057 0.310 0.00
H 6.413 -1.434 1.242 -0.220 0.982 -0.241 0.00
H 4.879 -0.399 0.941 1.827 -0.245 -0.597 0.00
H 7.136 0.723 -2.390 -0.888 -2.049 0.973 0.00
H 6.339 -1.107 -2.299 0.128 1.266 0.311 0.00
H -3.349 -0.702 2.330 -0.559 -0.820 0.424 0.00
H -4.100 -0.702 -1.778 0.047 -0.251 -0.650 0.00
H -4.116 0.805 -0.869 -0.939 0.115 0.545 0.00
H -2.666 0.119 -1.131 1.770 0.319 -1.028 0.00
H -2.394 -2.734 -0.539 -0.532 -1.832 -2.499 0.00
H -2.054 -2.369 0.946 0.614 -0.130 1.328 0.00
H -1.482 -1.257 -0.292 0.100 -0.119 -0.012 0.00
H -5.622 -1.437 0.988 0.304 0.143 -0.465 0.00
H -5.206 -2.282 -0.577 0.790 0.013 2.053 0.00
H -4.579 -2.745 1.146 0.404 -1.844 0.604 0.00
H -2.353 0.077 1.454 0.396 0.517 -0.462 0.00